#a
This record from the Open Molecules 2025 dataset describes the molecule C2H5NO4. The level of theory is ωB97M-V/def2-TZVPD.

Structure (SMILES): CC(=O)ON(O)O
Orbital gap, eV: 10.684
Highest occupied orbital energy, eV: -10.24

Geometry (Å):
C -1.00 1.11 -0.45
C -1.17 -0.20 0.39
O -2.12 -0.42 1.06
O -0.21 -1.17 0.26
N 1.14 -1.18 -0.16
O 1.53 0.10 -0.48
O 1.82 -1.59 0.94
H -0.33 0.87 -1.28
H -2.03 1.27 -0.78
H -0.67 1.99 0.21
H 1.51 0.25 -1.46
H 1.53 -1.04 1.76



#b
This record from the Open Molecules 2025 dataset describes a cluster of 2 separate species, C2H5NO4 in total. The level of theory is ωB97M-V/def2-TZVPD.

Structure (SMILES): CC(=O)O.O=NO
Orbital gap, eV: 10.575
Highest occupied orbital energy, eV: -10.10

Geometry (Å):
C -0.49 0.27 1.65
C 0.38 0.44 0.54
O 1.39 -0.13 0.18
O 0.02 1.56 -0.09
H -0.19 0.67 2.57
H -1.29 0.89 1.35
H -0.61 -0.84 1.74
H 0.48 1.78 -0.90
O -1.41 -1.20 -2.16
N -0.43 -0.83 -1.61
O 0.68 -1.55 -1.83
H 1.47 -1.06 -1.46



Energy relative to the most stable one, in hartree: #a 0.0732; #b 0.0000



#a
This record from the Open Molecules 2025 dataset describes the molecule C4H7F3N2. The level of theory is ωB97M-V/def2-TZVPD.

Structure (SMILES): [H]/N=N/C(C)(C)C(F)(F)F
Orbital gap, eV: 10.325
Highest occupied orbital energy, eV: -9.65

Geometry (Å):
H -0.87 -2.92 0.92
N -0.98 -1.82 0.85
N 0.02 -1.43 0.25
C 0.06 -0.03 -0.06
C -1.13 0.77 0.42
C 1.27 0.51 0.74
C 0.26 0.03 -1.56
F 0.08 1.33 -1.94
F -0.63 -0.65 -2.25
F 1.36 -0.29 -2.09
H -1.98 0.51 -0.08
H -0.85 1.75 0.58
H -1.40 0.44 1.43
H 2.28 -0.09 0.63
H 1.59 1.44 0.43
H 0.95 0.46 1.74



#b
This record from the Open Molecules 2025 dataset describes a cluster of 2 separate species, C4H7F3N2 in total. The level of theory is ωB97M-V/def2-TZVPD.

Structure (SMILES): C=C(N)C(F)(F)F.C=N
Orbital gap, eV: 9.255
Highest occupied orbital energy, eV: -8.35

Geometry (Å):
C -1.22 2.05 -0.47
C -0.88 0.74 -0.60
N 0.24 0.29 -1.36
C -1.70 -0.35 0.01
F -2.95 -0.44 -0.53
F -1.93 -0.25 1.27
F -1.11 -1.58 -0.20
H -1.99 2.22 0.29
H -0.63 2.90 -0.90
H 0.71 1.07 -1.73
H 0.57 -0.58 -1.06
C 2.52 -1.15 0.90
N 1.26 -1.05 0.94
H 3.19 -1.74 1.59
H 3.09 -0.65 0.15
H 0.83 -1.46 1.70



Energy relative to the most stable one, in hartree: #a 0.0029; #b 0.0000



#a
This record from the Open Molecules 2025 dataset describes a cluster of 2 separate species, CH5N5 in total. The level of theory is ωB97M-V/def2-TZVPD.

Orbital gap, eV: 9.077
Highest occupied orbital energy, eV: -8.42

Geometry (Å):
C -2.00 1.00 0.40
N 3.09 0.94 0.75
N 2.37 0.20 0.27
N -1.32 0.22 -0.31
N 1.72 -0.43 -0.53
N 0.99 -1.54 -0.09
H -2.42 2.01 0.19
H -1.66 0.91 1.44
H -1.62 0.11 -1.28
H 0.91 -2.18 -1.01
H -0.07 -1.24 0.16



#b
This record from the Open Molecules 2025 dataset describes a cluster of 2 separate species, CH5N5 in total. The level of theory is ωB97M-V/def2-TZVPD.

Orbital gap (alpha / beta), eV: 8.752 / 8.753
Highest occupied orbital energy (alpha / beta), eV: -8.73 / -8.73

Geometry (Å):
C -2.09 0.05 -0.17
N -2.81 0.97 -0.06
N 1.43 -0.93 -0.16
N 0.32 0.89 0.62
N -1.26 -1.00 -0.10
N 0.48 -0.07 -0.33
H 1.70 -1.58 -0.95
H 1.56 -1.46 0.68
H -0.61 1.27 0.38
H 0.20 0.44 1.60
H -1.40 -1.74 -0.85



Energy relative to the most stable one, in hartree: #a 0.0259; #b 0.0000



#a
This record from the Open Molecules 2025 dataset describes the molecule C8H8O2S2. The level of theory is ωB97M-V/def2-TZVPD.

Orbital gap, eV: 8.726
Highest occupied orbital energy, eV: -8.50

Geometry (Å):
C -0.42 -0.07 1.48
C -0.76 -1.27 1.00
C 1.10 2.01 1.39
C 1.23 3.15 0.72
C 0.14 1.05 0.77
C -0.41 -1.84 -0.36
C -0.45 1.72 -0.28
C 0.40 -1.22 -1.37
O -1.67 -2.59 -2.57
O -0.50 -3.33 -0.35
S 0.30 3.22 -0.68
S -1.89 -2.71 -1.13
H -0.42 -0.04 2.57
H -0.99 -2.02 1.72
H 1.70 1.73 2.32
H 1.84 4.00 0.89
H -1.02 1.46 -1.11
H -0.07 -0.42 -1.87
H 0.62 -2.10 -2.07
H 1.27 -0.74 -1.07



#b
This record from the Open Molecules 2025 dataset describes the molecule C8H8O2S2. The level of theory is ωB97M-V/def2-TZVPD.

Structure (SMILES): CCC1=Cc2sccc2S1(=O)=O
Orbital gap, eV: 8.910
Highest occupied orbital energy, eV: -8.83

Geometry (Å):
C 1.07 -2.18 -2.28
C -0.24 -1.55 -1.80
C -0.05 -0.68 -0.64
C 0.89 -0.38 0.24
C 0.59 0.65 1.21
S 1.64 1.28 2.42
C 0.44 2.40 2.93
C -0.71 2.29 2.21
C -0.62 1.29 1.24
S -1.69 0.61 -0.04
O -2.77 -0.15 0.54
O -2.00 1.58 -1.05
H 0.89 -2.73 -3.21
H 1.46 -2.87 -1.54
H 1.81 -1.42 -2.47
H -0.96 -2.33 -1.54
H -0.69 -0.95 -2.60
H 1.87 -0.84 0.26
H 0.66 3.08 3.73
H -1.58 2.90 2.37



Energy relative to the most stable one, in hartree: #a 0.0488; #b 0.0000



#a
This record from the Open Molecules 2025 dataset describes a structure of composition H43O21. The level of theory is ωB97M-V/def2-TZVPD.

Orbital gap, eV: 9.648
Net charge: +1
Highest occupied orbital energy, eV: -12.65

Geometry (Å):
O -1.77 -0.57 1.12
H 0.64 5.13 -1.16
H -2.46 -0.16 1.59
O 3.63 0.52 2.78
H 3.06 0.98 2.05
H -0.94 -0.60 1.62
O -4.47 -0.22 2.09
H -4.48 -1.11 2.35
H 0.82 -4.38 -0.69
O -3.27 0.79 -2.73
H 1.49 -3.92 -1.94
H 0.86 2.13 0.87
O 0.96 0.39 0.91
H 3.29 2.98 1.01
H 0.91 -0.04 1.78
O 1.51 -3.84 -1.04
H -4.05 0.67 -2.98
H 1.49 -0.87 3.73
O 0.39 2.73 2.99
H 1.50 -0.16 0.50
H -0.52 2.88 3.09
O -3.54 -2.92 1.26
H -3.10 -2.47 2.00
H -4.08 -2.18 1.03
O 2.12 2.38 -2.44
H 2.69 1.83 -1.83
H 2.61 2.82 -3.06
O 2.59 2.43 1.48
H 1.30 5.27 0.07
H 2.27 3.10 2.05
O -0.32 1.14 -1.59
H -1.13 1.62 -1.76
H -0.28 0.39 -0.97
O -1.83 -2.04 -3.83
H -0.93 -1.68 -3.92
H -1.66 -2.94 -4.18
O 4.10 2.52 -0.99
H 0.31 1.99 -0.86
H 4.62 1.69 -0.86
O 0.61 -0.71 3.97
H 0.45 -0.11 4.67
H 0.65 -2.21 -0.61
O 0.04 -3.99 2.61
H -0.49 -3.37 3.01
H 4.55 0.47 2.47
O 1.00 -0.20 -4.06
H -2.64 -0.02 -3.03
O -3.90 -0.46 -0.54
H -4.53 -1.05 -1.02
H -3.05 -0.57 -1.20
O 0.04 -1.42 -0.72
H 0.02 -1.35 -1.66
H 4.08 2.81 -2.02
O 0.30 2.69 0.12
H 0.80 3.42 3.48
H 1.11 3.26 -0.38
O -0.95 -5.44 0.58
H -1.61 -4.63 0.46
H -0.48 -5.08 1.48
O 1.52 5.05 -0.87
H -4.41 -0.17 1.02
H 0.40 -3.56 1.85
H 0.71 0.81 -4.19
H 1.44 -0.43 -4.96



#b
This record from the Open Molecules 2025 dataset describes a structure of composition H43O21. The level of theory is ωB97M-V/def2-TZVPD.

Orbital gap, eV: 10.541
Net charge: +1
Highest occupied orbital energy, eV: -12.92

Geometry (Å):
O -2.72 -2.07 2.83
H 3.35 2.69 -0.16
H -3.12 -2.72 3.39
O -1.21 -3.35 -0.30
H -1.78 -3.90 -0.09
H -3.16 -1.29 3.10
O 1.11 -1.99 -0.46
H 0.32 -2.23 -0.01
H -0.27 0.83 -2.85
O -4.40 0.63 -0.45
H 0.10 -0.66 -2.29
H -0.36 -0.14 -4.37
O 2.39 2.28 3.69
H 1.79 3.12 3.82
H 1.77 1.79 3.90
O 0.13 0.31 -2.08
H -3.84 0.38 -1.22
H 3.06 1.89 -2.23
O -3.24 -1.75 -2.53
H -3.42 -2.53 -2.10
H -3.87 -1.60 -3.33
O 0.09 1.74 0.07
H -0.34 0.83 0.33
H -0.75 2.31 -0.22
O 3.43 -3.10 0.30
H 3.69 -4.03 -0.12
H 4.07 -2.52 -0.11
O 3.00 -1.93 2.73
H 3.38 -2.74 2.47
H 3.68 -2.08 3.56
O -0.80 3.45 -1.84
H -0.35 2.65 -2.13
H -0.20 4.17 -2.13
O -2.78 1.29 2.24
H -2.83 2.11 1.84
H -3.32 0.60 1.66
O 0.17 -2.60 -2.90
H -0.79 -2.45 -2.58
H 0.84 -2.39 -2.20
O 2.79 1.30 -1.53
H 2.02 1.57 -1.29
H 0.55 -1.89 3.26
O 2.38 -0.04 1.14
H 2.63 -0.98 1.16
H 3.36 2.16 1.43
O -1.08 0.94 4.22
H -5.24 0.22 -0.28
O -3.27 1.55 -3.13
H -3.72 1.83 -2.38
H -3.79 1.56 -3.93
O 0.30 -1.10 2.39
H -0.57 -0.81 2.62
H -0.64 -3.67 -1.08
O -0.91 -0.75 -4.93
H 1.77 -0.15 0.28
H -0.74 -1.74 -4.67
O 2.04 3.81 -0.28
H 1.43 3.16 0.00
H 2.03 4.74 -0.10
O 3.76 1.94 0.61
H 1.67 -2.35 0.15
H 3.09 0.86 0.78
H -1.96 1.12 3.84
H -0.70 1.71 4.49



Energy relative to the most stable one, in hartree: #a 0.0000; #b 0.0541



#a
This record from the Open Molecules 2025 dataset describes the ion CH7N4 with charge +1. The level of theory is ωB97M-V/def2-TZVPD.

Structure (SMILES): [H]/N=C/N(N)[NH3+]
Orbital gap, eV: 10.333
Net charge: +1
Highest occupied orbital energy, eV: -14.48

Geometry (Å):
H 2.42 -1.11 -1.26
N 1.51 -0.84 -1.11
C 1.11 -0.26 -0.08
N -0.12 0.43 -0.11
N -1.18 -0.32 -0.89
N -0.70 0.75 1.13
H 1.64 -0.13 0.95
H -1.60 0.44 -1.53
H -0.62 -1.09 -1.47
H -1.65 1.10 0.93
H -0.82 -0.22 1.70
H 0.01 1.26 1.73



#b
This record from the Open Molecules 2025 dataset describes the ion CH7N4 with charge +1. The level of theory is ωB97M-V/def2-TZVPD.

Structure (SMILES): CN=[N+](N)N
Orbital gap (alpha / beta), eV: 9.077 / 8.360
Net charge: +1
Highest occupied orbital energy (alpha / beta), eV: -14.70 / -13.98

Geometry (Å):
C 1.68 -0.15 0.09
N 0.60 -1.00 -0.06
N -0.78 -0.33 -0.10
N -1.81 -1.13 0.02
N -0.80 0.96 -0.01
H 2.54 -0.74 0.18
H 1.62 0.45 1.06
H 1.95 0.55 -0.82
H -1.82 -2.09 0.28
H -2.63 -0.53 0.32
H -0.08 1.41 -0.51
H -1.43 1.55 0.64



Energy relative to the most stable one, in hartree: #a 0.0000; #b 0.0726